# 1
14
Properties=species:S:1:pos:R:3 method="wB97M-V/def2-TZVPD" e_lumo_ev=0.55 relative_energy_kcal_mol=60.0 e_tot_ev=-9844.678 gap_ev=10.414 total_charge=0
O -1.62 0.84 1.32
C -1.23 -0.27 0.58
C 0.17 -0.18 0.01
C 0.35 1.09 -0.75
N 1.09 0.83 0.46
C 0.76 -1.43 -0.58
O 1.93 -1.52 -0.89
H -0.80 1.07 1.79
H -1.20 -1.17 1.16
H -2.02 -0.38 -0.17
H -0.36 1.92 -0.69
H 0.85 0.98 -1.70
H 2.01 0.49 0.18
H 0.07 -2.27 -0.72

***

# 2
14
Properties=species:S:1:pos:R:3 method="wB97M-V/def2-TZVPD" e_lumo_ev=0.68 relative_energy_kcal_mol=36.8 e_tot_ev=-9845.682 gap_ev=10.862 total_charge=0
C 2.06 0.25 -0.99
C 0.73 -0.24 -0.49
N 0.08 -1.10 -1.15
O 0.38 0.38 0.68
C -0.82 -0.05 1.29
C -2.06 0.48 0.57
O -3.06 -0.17 0.42
H 2.69 0.63 -0.18
H 2.58 -0.56 -1.51
H 1.91 1.06 -1.71
H -0.84 -1.40 -0.81
H -0.88 -1.15 1.32
H -0.81 0.34 2.31
H -1.97 1.54 0.24